(1)
Computed, not measured: 2 unconnected molecules or ions with the total composition C2H5O2 at a distorted geometry, with ωB97M-V/def2-TZVPD.

- net charge = 0
- energy above the lowest of the compared OMol25 structures with the same formula, charge and spin (kcal per mole) = 15.9
- frontier orbital gap (alpha / beta) (eV) = 10.601 / 8.456
- LUMO energy (alpha / beta) (eV) = 0.534 / -1.642
- spin multiplicity = 2
- strongest force on any atom (hartree/bohr) = 0.09559
- HOMO level (alpha / beta) (eV) = -10.07 / -10.10
- ⟨S²⟩ = 0.767

Last column: Löwdin charge in e.
Geometry (Å):
O: -1.7730 -3.1730 3.0319  -0.165
H: -0.7239 -3.0936 3.3761  0.139
C: 0.6107 2.2355 -1.1234  0.093
C: 0.9020 0.9449 -1.6547  -0.396
O: 1.0966 0.7087 -2.8384  0.018
H: 0.0159 2.2102 -0.1811  0.068
H: 0.6600 3.1791 -1.7685  0.097
H: 1.0390 0.1014 -0.8943  0.120
H: -1.8272 -3.1132 2.0525  0.026


(2)
Computed, not measured: 2 unconnected molecules or ions with the total composition C2H5O2, with ωB97M-V/def2-TZVPD.

- net charge = 0
- energy above the lowest of the compared OMol25 structures with the same formula, charge and spin (kcal per mole) = 1.9
- frontier orbital gap (alpha / beta) (eV) = 11.095 / 8.741
- LUMO energy (alpha / beta) (eV) = 0.908 / -1.751
- spin multiplicity = 2
- strongest force on any atom (hartree/bohr) = 0.01782
- HOMO level (alpha / beta) (eV) = -10.19 / -10.49
- ⟨S²⟩ = 0.762

Last column: Löwdin charge in e.
Geometry (Å):
O: 0.3175 -1.4386 -2.5716  -0.053
H: 0.2345 -1.0340 -1.7163  -0.028
O: 0.8894 -0.2289 0.1452  0.025
C: -0.0995 0.2899 0.6363  -0.350
C: -0.1094 1.3759 1.5674  0.130
H: -1.0930 -0.0700 0.3056  0.118
H: 0.5631 1.4522 2.4112  0.069
H: -0.9629 2.0320 1.6121  0.058
H: 0.2602 -2.3787 -2.3900  0.032


(3)
Computed, not measured: a molecular structure, C2H5O2P at a distorted geometry, with ωB97M-V/def2-TZVPD.

- net charge = 0
- energy above the lowest of the compared OMol25 structures with the same formula, charge and spin (kcal per mole) = 27.1
- frontier orbital gap (eV) = 10.959
- LUMO energy (eV) = 0.848
- strongest force on any atom (hartree/bohr) = 0.13101
- HOMO level (eV) = -10.11

Last column: Löwdin charge in e.
Geometry (Å):
C: -0.1420 -0.0273 0.9940  -0.359
C: -0.1517 -0.3381 -0.4791  -0.220
O: -1.6226 2.0443 -1.5594  -0.333
O: -0.5241 1.3353 1.0479  -0.292
P: -0.5239 1.4356 -0.8944  0.782
H: -0.8560 -0.4513 1.6093  0.082
H: 0.7994 0.0571 1.5614  0.120
H: 0.7231 -0.6172 -0.8609  0.016
H: -0.9946 -1.0817 -0.8935  0.148
H: 0.7696 2.0481 -1.2633  0.055


(4)
Computed, not measured: 2 unconnected molecules or ions with the total composition C2H5O2S at a distorted geometry, with ωB97M-V/def2-TZVPD.

- net charge = -1
- energy above the lowest of the compared OMol25 structures with the same formula, charge and spin (kcal per mole) = 17.3
- frontier orbital gap (eV) = 7.205
- LUMO energy (eV) = 4.053
- strongest force on any atom (hartree/bohr) = 0.06739
- HOMO level (eV) = -3.15

Last column: Löwdin charge in e.
Geometry (Å):
C: -1.4468 0.7773 -0.1010  -0.717
S: -1.0291 0.5781 -1.8357  0.181
H: -2.5341 0.8447 0.0565  -0.009
H: -1.1697 0.0120 0.5968  -0.025
H: -1.0140 1.6724 0.3487  0.001
O: 1.6336 -0.1110 -0.4322  -0.088
C: 1.5210 -0.9810 0.6141  -0.438
O: 2.3770 -1.0367 1.4643  -0.001
H: 0.8512 -1.8403 0.4095  0.130
H: 0.8109 0.0845 -1.1211  -0.034


(5)
Computed, not measured: 2 unconnected molecules or ions with the total composition C2H5O2S2 at a distorted geometry, with ωB97M-V/def2-TZVPD.

- net charge = -1
- energy above the lowest of the compared OMol25 structures with the same formula, charge and spin (kcal per mole) = 40.7
- frontier orbital gap (eV) = 6.598
- LUMO energy (eV) = 2.542
- strongest force on any atom (hartree/bohr) = 0.05630
- HOMO level (eV) = -4.06

Last column: Löwdin charge in e.
Geometry (Å):
C: -0.1176 0.4660 0.3159  -0.573
S: 1.3836 0.7924 1.1681  0.347
S: 1.8071 -1.1168 2.1755  0.259
H: -0.6927 -0.2131 1.0168  0.042
H: -0.7471 1.4223 0.0506  0.091
H: 0.3149 0.0938 -0.6236  -0.002
H: 3.1422 -1.0265 2.1064  -0.239
O: -3.1266 0.4836 -3.2720  -0.186
C: -2.4400 0.0305 -2.2743  -0.622
O: -1.2080 -0.2271 -2.0869  -0.174
H: -3.0461 -0.1170 -1.4258  0.057


(6)
Computed, not measured: a molecular structure, C2H5O2Sn at a distorted geometry, with ωB97M-V/def2-TZVPD.

- net charge = 0
- energy above the lowest of the compared OMol25 structures with the same formula, charge and spin (kcal per mole) = 40.9
- frontier orbital gap (alpha / beta) (eV) = 8.940 / 9.116
- LUMO energy (alpha / beta) (eV) = -0.254 / -0.252
- spin multiplicity = 2
- strongest force on any atom (hartree/bohr) = 0.12636
- HOMO level (alpha / beta) (eV) = -9.19 / -9.37
- ⟨S²⟩ = 0.750

Last column: Löwdin charge in e.
Geometry (Å):
C: 0.5632 0.0814 -0.2007  -0.365
C: -0.6938 -0.6691 -0.6729  -0.360
O: -1.2870 -1.3903 0.3676  -0.473
Sn: -0.8794 -0.4391 1.8812  1.187
H: 1.3843 -0.6409 -0.0416  0.110
H: 0.8971 0.7917 -0.9765  0.119
H: -0.3989 -1.3310 -1.5111  0.124
H: -1.4035 0.0755 -1.0931  0.118
O: 0.3019 0.7905 1.0017  -0.565
H: 1.5162 2.7314 1.2454  0.104


Please write out number 2 again, unchanged.
Computed, not measured: 2 unconnected molecules or ions with the total composition C2H5O2, with ωB97M-V/def2-TZVPD.

- net charge = 0
- energy above the lowest of the compared OMol25 structures with the same formula, charge and spin (kcal per mole) = 1.9
- frontier orbital gap (alpha / beta) (eV) = 11.095 / 8.741
- LUMO energy (alpha / beta) (eV) = 0.908 / -1.751
- spin multiplicity = 2
- strongest force on any atom (hartree/bohr) = 0.01782
- HOMO level (alpha / beta) (eV) = -10.19 / -10.49
- ⟨S²⟩ = 0.762

Last column: Löwdin charge in e.
Geometry (Å):
O: 0.3175 -1.4386 -2.5716  -0.053
H: 0.2345 -1.0340 -1.7163  -0.028
O: 0.8894 -0.2289 0.1452  0.025
C: -0.0995 0.2899 0.6363  -0.350
C: -0.1094 1.3759 1.5674  0.130
H: -1.0930 -0.0700 0.3056  0.118
H: 0.5631 1.4522 2.4112  0.069
H: -0.9629 2.0320 1.6121  0.058
H: 0.2602 -2.3787 -2.3900  0.032